Below is a cluster of 5 separate species, C31H69N3O5 in total, with properties calculated with wB97M-V/def2-TZVPD.

```
! wB97M-V def2-TZVPD RIJCOSX def2/J DEFGRID3
* xyz 1 2
C 0.40 0.47 0.37
C 0.33 -1.05 -0.11
O 1.62 -1.27 -0.66
H 1.03 0.53 1.25
H -0.56 0.68 0.84
H 0.61 1.19 -0.43
H -0.51 -1.16 -0.79
H 0.07 -1.80 0.63
H 1.65 -2.19 -0.91
C -0.40 -0.11 4.12
C -1.75 0.49 3.84
O -2.35 -0.13 2.76
H 0.03 0.42 4.97
H 0.39 0.02 3.38
H -0.33 -1.16 4.39
H -1.79 1.57 3.69
H -2.39 0.25 4.69
H -2.83 -0.92 3.00
C 1.96 4.90 -1.07
C 1.84 5.06 0.44
C 0.30 4.93 0.70
C -0.07 4.84 2.21
C 0.77 3.66 2.76
C 2.29 3.76 2.53
N 2.53 3.99 1.13
O 3.92 4.08 0.82
C 2.68 4.86 3.57
C 3.03 2.52 3.01
C 2.36 6.47 0.85
H 1.47 4.04 -1.51
H 3.03 4.87 -1.28
H 1.57 5.83 -1.50
H -0.20 5.85 0.38
H -0.02 4.11 0.06
H -1.11 4.51 2.28
H 0.21 5.75 2.73
H 0.41 2.70 2.38
H 0.60 3.74 3.84
H 3.69 5.14 3.26
H 2.05 5.75 3.64
H 2.85 4.39 4.53
H 3.01 2.34 4.08
H 2.62 1.73 2.39
H 4.10 2.68 2.84
H 2.29 7.20 0.04
H 3.41 6.39 1.14
H 1.91 6.86 1.77
H 4.20 3.17 0.66
C -2.53 1.28 -2.20
C -3.62 1.50 -1.10
C -2.97 2.16 0.18
C -4.02 2.69 1.14
C -4.83 3.74 0.39
C -5.57 3.13 -0.87
N -4.60 2.41 -1.71
O -5.21 1.93 -2.88
C -6.79 2.26 -0.49
C -6.02 4.42 -1.76
C -4.17 0.10 -0.64
H -2.17 2.26 -2.51
H -3.03 0.70 -2.97
H -1.64 0.75 -1.83
H -2.61 1.35 0.82
H -2.28 2.96 -0.10
H -3.42 3.03 1.98
H -4.61 1.84 1.48
H -4.34 4.65 0.05
H -5.54 3.96 1.19
H -7.66 2.76 -0.06
H -7.06 1.78 -1.43
H -6.45 1.53 0.24
H -5.23 5.04 -2.18
H -6.59 4.04 -2.61
H -6.57 5.14 -1.15
H -3.40 -0.66 -0.62
H -4.98 -0.26 -1.28
H -4.53 0.05 0.39
H -4.78 2.50 -3.52
C 4.14 -7.88 -0.61
C 3.96 -7.41 -2.07
C 2.99 -8.42 -2.71
C 1.50 -8.06 -2.42
C 1.13 -6.62 -2.71
C 2.07 -5.62 -1.97
N 3.50 -5.94 -2.19
O 4.31 -5.01 -1.72
C 1.78 -4.23 -2.59
C 1.62 -5.64 -0.53
C 5.39 -7.68 -2.78
H 4.60 -8.87 -0.58
H 3.20 -7.98 -0.06
H 4.61 -7.17 0.07
H 3.17 -8.61 -3.77
H 3.01 -9.44 -2.33
H 1.14 -8.23 -1.41
H 0.96 -8.67 -3.15
H 0.11 -6.35 -2.45
H 1.17 -6.57 -3.80
H 2.25 -3.44 -2.01
H 2.16 -4.18 -3.61
H 0.72 -4.01 -2.62
H 1.68 -6.62 -0.06
H 2.27 -4.89 -0.07
H 0.61 -5.27 -0.37
H 5.91 -8.58 -2.44
H 6.02 -6.90 -2.35
H 5.36 -7.76 -3.86
H 4.92 -4.92 -2.45
*
```

Summary:
M ... 563.909 g/mol
Electronic energy ... -47959.3582 eV
E_HOMO (alpha / beta) ... -0.348 / -0.348 Ha
Orbital gap (alpha / beta) ... 0.2465 / 0.0924 hartree